[1]
Formula: C25H30F3O7Tc
Source: the OMol25 dataset
Level of theory: the ωB97M-V functional and the def2-TZVPD basis

Calculated values
**LUMO level (spin up / spin down)**: 2.3 / 2.3 eV
**Multiplicity**: 4
**Net charge**: -1

Positions of all 66 atoms, in Å:
1 C 0.3534 -0.2225 -7.1704
2 C 0.1201 -0.9309 -5.8351
3 C -0.0651 1.2496 -7.0133
4 C -0.9136 1.3399 -5.7050
5 H -0.6711 1.5312 -7.8836
6 H 0.8256 1.8999 -6.9790
7 C -1.0291 -0.1846 -5.2018
8 H 1.0355 -0.8548 -5.2397
9 H -0.0821 -2.0004 -5.9903
10 C -1.3913 -0.6800 -3.7826
11 H -1.8923 -0.5338 -5.7990
12 H -1.9486 1.6306 -5.9690
13 C -0.3871 2.4207 -4.8461
14 C 1.7909 -0.3607 -7.6459
15 C -0.4156 -0.8369 -8.3445
16 O -0.9182 -0.1858 -9.2507
17 O 2.7608 -0.3151 -6.9083
18 O 1.8715 -0.5468 -8.9743
19 O -0.4912 -2.1743 -8.3211
20 C -1.0521 -2.6830 -9.5393
21 H -0.9852 -3.7656 -9.4463
22 H -0.4625 -2.3150 -10.3857
23 H -2.0890 -2.3474 -9.6431
24 C 3.2091 -0.7214 -9.4360
25 H 3.8409 0.1116 -9.1113
26 H 3.1215 -0.7586 -10.5195
27 H 3.6142 -1.6597 -9.0417
28 O -0.6094 -0.3623 -2.6333
29 H -1.3468 -1.7858 -3.8149
30 H -2.4481 -0.4095 -3.5865
31 C -1.3198 3.1627 -3.9891
32 C 1.0484 2.4157 -4.5070
33 H 1.6300 3.1917 -5.0429
34 H 1.5151 1.4428 -4.7181
35 H 1.1872 2.6107 -3.4314
36 H -0.9242 3.2387 -2.9666
37 H -2.2769 2.6275 -3.9099
38 H -1.5286 4.1902 -4.3467
39 Tc -0.6086 -0.0528 -0.8037
40 C -2.0766 0.1799 0.8523
41 C -2.8203 0.0671 -0.3762
42 C -2.5067 -1.2068 -0.9615
43 H -3.5366 0.7911 -0.7481
44 C -1.5031 -1.8478 -0.1519
45 C -1.2893 -1.0006 1.0021
46 H -0.7198 -1.2482 1.8963
47 H -2.1881 0.9590 1.5958
48 H -2.9999 -1.6381 -1.8232
49 H -1.0926 -2.8401 -0.3079
50 C 2.3583 0.9993 -0.6268
51 C 1.8160 0.3204 0.4810
52 C 1.2023 -0.9087 0.0048
53 H 1.9408 0.5912 1.5262
54 C 1.3334 -0.9142 -1.4429
55 C 2.0604 0.2807 -1.8113
56 H 2.4205 0.5056 -2.8062
57 H 2.9886 1.8835 -0.5685
58 H 1.1058 -1.8145 0.5977
59 H 1.1878 -1.7896 -2.0663
60 F -1.2630 4.9549 0.8978
61 C -0.3822 4.4681 -0.0160
62 F -0.7090 4.9991 -1.2259
63 F 0.8615 4.9230 0.3084
64 C -0.3885 2.8864 0.0086
65 O -0.1973 2.3922 1.1282
66 O -0.5838 2.2591 -1.0999

Cartesian forces (eV/Å) of the 2 atoms listed first:
C 0.1 -0.7 -1.2
C 0.9 0.0 0.1

These are the Mulliken partial charges, in e, on atoms 1 to 6: number 1, C, carries 3.5530; number 2, C, carries -1.7411; number 3, C, carries -1.6997; number 4, C, carries 0.6931; number 5, H, carries 0.4181; number 6, H, carries 0.2288


[2]
Formula: C25H30GeN5Ru
Source: the OMol25 dataset
Level of theory: the ωB97M-V functional and the def2-TZVPD basis

Calculated values
**LUMO level (spin up / spin down)**: 0.3 / 0.3 eV
**Multiplicity**: 2
**Energy relative to the best compared isomer or geometry (same formula, charge and spin)**: 34.34 kcal per mole

Positions of all 62 atoms, in Å:
1 Ru 0.1694 -1.0682 0.1418
2 C 0.8413 -2.3429 1.8550
3 C -0.5597 -2.0798 1.9315
4 C -0.7476 -0.6708 2.1008
5 C 0.5381 -0.0544 2.0885
6 C 1.5105 -1.0900 1.9115
7 H 1.3057 -3.3156 1.8051
8 H -1.3359 -2.8276 1.9797
9 H -1.6902 -0.1756 2.2854
10 H 0.7512 0.9909 2.2498
11 H 2.5801 -0.9465 1.8821
12 C 0.4049 1.9578 -1.7529
13 N -0.9285 1.7335 -1.2855
14 C -2.0049 1.3798 -2.1724
15 C -2.8956 0.3922 -1.4966
16 N -2.5581 -0.8291 -1.1360
17 C -3.5712 -1.3268 -0.3182
18 C -3.6792 -2.5319 0.3649
19 C -4.8210 -2.7272 1.1126
20 C -5.8280 -1.7505 1.1861
21 C -5.7163 -0.5464 0.5233
22 C -4.5597 -0.3510 -0.2253
23 N -4.1036 0.7190 -0.9683
24 C 1.2586 0.7696 -2.1282
25 N 1.3827 -0.3353 -1.4410
26 C 2.4406 -1.0302 -2.0215
27 C 3.0029 -2.2501 -1.6597
28 C 4.0605 -2.7114 -2.4175
29 C 4.5492 -1.9805 -3.5130
30 C 4.0006 -0.7657 -3.8766
31 C 2.9409 -0.3039 -3.1025
32 N 2.1662 0.8401 -3.1527
33 H 0.9465 2.4520 -0.9406
34 H 0.3950 2.6658 -2.5887
35 H -0.9746 1.3622 -0.3444
36 H -1.6323 0.9586 -3.1136
37 H -2.6297 2.2452 -2.4364
38 H -2.8896 -3.2656 0.3258
39 H -4.9410 -3.6495 1.6646
40 H -6.7069 -1.9442 1.7861
41 H -6.4850 0.2116 0.5912
42 H -4.5564 1.6062 -1.0949
43 H 2.5941 -2.7895 -0.8137
44 H 4.5247 -3.6565 -2.1683
45 H 5.3773 -2.3776 -4.0853
46 H 4.3835 -0.2044 -4.7190
47 H 2.2733 1.6124 -3.7849
48 C -3.1038 -3.6464 -2.9702
49 Ge -1.3631 -3.2885 -2.1087
50 C 0.0037 -3.4101 -3.5038
51 C -1.0221 -4.6941 -0.7842
52 C -1.2641 -1.4475 -1.4321
53 H -3.0792 -4.6050 -3.4916
54 H -3.3363 -2.8701 -3.7024
55 H -3.9137 -3.6807 -2.2395
56 H -0.0035 -4.4027 -3.9572
57 H 0.9946 -3.2279 -3.0900
58 H -0.1817 -2.6748 -4.2893
59 H -0.5032 -5.5240 -1.2669
60 H -1.9399 -5.0892 -0.3458
61 H -0.3848 -4.2917 0.0040
62 H -0.9189 -0.8955 -2.3171

Cartesian forces (eV/Å) of the 2 atoms listed first:
Ru 0.0 0.0 0.1
C 0.0 0.0 0.0

These are the Mulliken partial charges, in e, on atoms 1 to 6: number 1, Ru, carries -0.1063; number 2, C, carries -0.5405; number 3, C, carries -0.6205; number 4, C, carries -0.6003; number 5, C, carries -0.4620; number 6, C, carries -0.8148


[3]
Formula: C25H30HoN9O3S2
Source: the OMol25 dataset
Level of theory: the ωB97M-V functional and the def2-TZVPD basis

Calculated values
**LUMO level (spin up / spin down)**: 0.0 / 0.1 eV
**Multiplicity**: 5

Positions of all 70 atoms, in Å:
1 Ho -0.0590 -0.3450 -0.5666
2 N -2.3184 -1.2845 0.7440
3 N -2.2456 -2.6943 0.7391
4 C -1.0011 -3.2725 0.4262
5 O -0.8092 -4.4359 0.7238
6 O -0.1940 -2.4798 -0.2130
7 H -2.0711 -0.9002 1.6523
8 H -3.2677 -1.0177 0.5165
9 H -2.7056 -3.1780 1.4976
10 C -3.0532 -0.8475 -2.4969
11 C -3.2351 0.4125 -1.6724
12 C -4.5352 0.9300 -1.4725
13 C -4.6744 2.0730 -0.7454
14 C -3.5323 2.7617 -0.2700
15 C -3.6166 3.9777 0.4486
16 C -2.4591 4.6001 0.8167
17 C -1.1981 4.0717 0.4639
18 C -1.0579 2.8953 -0.2419
19 S 0.5093 2.3239 -0.7866
20 C -2.2721 2.2035 -0.5603
21 N -2.1737 0.9924 -1.1926
22 H -3.4178 -0.6449 -3.5058
23 H -3.6455 -1.6657 -2.0839
24 H -1.4068 -2.1213 -2.0726
25 H -5.3933 0.4127 -1.8836
26 H -5.6582 2.4840 -0.5469
27 H -4.5873 4.3965 0.6829
28 H -2.5015 5.5316 1.3682
29 H -0.2987 4.6125 0.7310
30 C 1.2308 -3.6132 3.2479
31 C 2.6644 -3.1545 3.0397
32 N 2.9092 -2.5246 1.7292
33 C 3.6353 -3.3260 0.7371
34 C 2.7290 -4.2950 -0.0038
35 C 2.4330 -1.3154 1.4776
36 S 2.6886 -0.5272 -0.0612
37 N 1.8729 -0.6773 2.5304
38 C 0.8097 0.0709 2.4894
39 O -0.0453 0.1129 1.5376
40 C 0.4765 0.8822 3.6992
41 C 1.1968 0.7415 4.8806
42 C 0.8638 1.4999 5.9924
43 C -0.1855 2.4085 5.9268
44 C -0.8990 2.5601 4.7452
45 C -0.5708 1.7968 3.6337
46 H 1.1551 -4.1354 4.2041
47 H 0.9011 -4.2829 2.4551
48 H 0.5520 -2.7603 3.2761
49 H 3.3395 -4.0080 3.0935
50 H 2.9587 -2.4441 3.8113
51 H 4.4181 -3.8563 1.2814
52 H 4.1208 -2.6450 0.0454
53 H 2.3125 -5.0512 0.6631
54 H 3.2969 -4.8065 -0.7840
55 H 1.8918 -3.7655 -0.4570
56 H 2.0147 0.0340 4.9133
57 H 1.4242 1.3842 6.9115
58 H -0.4426 3.0012 6.7959
59 H -1.7079 3.2775 4.6870
60 H -1.1050 1.9209 2.7007
61 N 1.1963 0.4123 -4.6680
62 C 1.4606 -0.3456 -3.6017
63 N 2.7198 -0.6432 -3.2845
64 N 0.4853 -0.8967 -2.8500
65 C -0.7671 -0.4815 -3.1845
66 N -1.6698 -1.2661 -2.5630
67 H 1.9131 1.0132 -5.0358
68 H 0.2276 0.7234 -4.6980
69 H 3.4846 -0.1430 -3.7011
70 H 2.8728 -1.0977 -2.3900

Cartesian forces (eV/Å) of the 2 atoms listed first:
Ho -0.5 0.6 0.1
N 0.1 -0.1 -0.1

These are the Mulliken partial charges, in e, on atoms 1 to 6: number 1, Ho, carries 0.5959; number 2, N, carries -0.2448; number 3, N, carries -0.4604; number 4, C, carries 0.1815; number 5, O, carries -0.7138; number 6, O, carries 0.1067